Entry from OMol25: a structure of composition C24H55AlBCl20N2O (ωB97M-V/def2-TZVPD).

Summary:
Maximum force: 1.32 eV/Å
Charge: -1
Calculated total energy: -10603.4437 a.u.

Atoms and positions in Å:
C 1.93 -2.94 -2.40
C 0.80 -2.01 -2.83
N 0.15 -1.34 -1.69
Al -1.36 -0.30 -2.28
B -3.17 -0.98 -1.41
O -4.00 -0.08 -0.73
N -3.73 -2.36 -1.51
C -2.68 -3.38 -1.61
C -4.75 -2.48 -2.56
H 2.75 -2.88 -3.10
H 2.30 -2.70 -1.41
H 1.59 -3.98 -2.39
H 0.06 -2.60 -3.38
H 1.20 -1.22 -3.47
H -0.17 -2.06 -1.05
H -1.48 -0.36 -3.90
H -1.06 1.25 -1.88
H -4.84 -0.54 -0.54
H -2.22 -3.49 -0.64
H -1.90 -3.12 -2.34
H -3.11 -4.35 -1.85
H -5.75 -2.51 -2.11
H -4.74 -1.65 -3.27
H -4.63 -3.40 -3.13
Cl -2.38 -2.01 -6.67
C -2.30 -3.77 -6.87
C -1.71 -4.46 -5.67
Cl 0.02 -4.11 -5.47
H -1.73 -3.98 -7.77
H -3.32 -4.12 -7.02
H -1.80 -5.54 -5.80
H -2.21 -4.18 -4.75
Cl 2.77 0.54 2.31
C 1.60 1.70 1.60
C 1.10 1.27 0.25
Cl 2.35 1.35 -1.01
H 2.08 2.67 1.57
H 0.76 1.75 2.30
H 0.30 1.93 -0.07
H 0.72 0.25 0.25
Cl 0.89 2.74 4.52
C 1.91 1.65 5.49
C 1.33 1.40 6.86
Cl 1.31 2.86 7.90
H 2.90 2.10 5.55
H 1.99 0.71 4.95
H 1.94 0.65 7.37
H 0.31 1.04 6.80
Cl -1.84 -7.12 -0.35
C -3.21 -7.95 -1.12
C -3.08 -7.97 -2.62
Cl -3.26 -6.34 -3.32
H -4.12 -7.46 -0.81
H -3.22 -8.98 -0.75
H -3.86 -8.60 -3.05
H -2.11 -8.36 -2.93
Cl 3.77 -6.26 -1.68
C 3.21 -7.79 -2.39
C 1.90 -7.63 -3.12
Cl 0.54 -7.29 -2.01
H 3.12 -8.53 -1.59
H 3.97 -8.13 -3.08
H 1.65 -8.55 -3.64
H 1.95 -6.81 -3.84
Cl -0.04 7.14 4.20
C 1.11 6.36 5.32
C 0.49 6.07 6.66
Cl 0.14 7.57 7.57
H 1.98 7.01 5.41
H 1.43 5.43 4.86
H 1.18 5.49 7.26
H -0.44 5.51 6.56
Cl -0.22 6.36 0.39
C -0.52 8.08 0.74
C -1.99 8.40 0.80
Cl -2.78 8.28 -0.79
H -0.01 8.67 -0.02
H -0.06 8.29 1.71
H -2.12 9.42 1.15
H -2.51 7.73 1.48
Cl 4.07 5.71 3.83
C 5.11 6.09 5.23
C 5.46 4.85 6.01
Cl 4.03 4.20 6.85
H 4.60 6.82 5.85
H 6.02 6.55 4.83
H 6.20 5.08 6.78
H 5.86 4.08 5.36
Cl -2.20 4.40 3.16
C -3.48 3.36 3.82
C -3.75 3.64 5.28
Cl -2.39 3.15 6.33
H -3.18 2.33 3.66
H -4.38 3.55 3.24
H -4.62 3.08 5.60
H -3.94 4.70 5.45
Cl 3.41 -2.88 -6.31
C 2.79 -1.37 -7.02
C 3.56 -0.16 -6.56
Cl 3.31 0.19 -4.83
H 1.73 -1.29 -6.76
H 2.88 -1.47 -8.10
H 3.24 0.71 -7.11
H 4.63 -0.30 -6.72

Entry from OMol25: a cluster of 2 separate species, C3H5I in total (ωB97M-V/def2-TZVPD).

Summary:
Maximum force: 4.04 eV/Å
Relative energy (zero: lowest compared OMol25 entry of this formula, charge and spin): 2.3389 eV
Charge: 0
Calculated total energy: -414.8885 a.u.

Atoms and positions in Å:
C 0.04 1.59 -0.40
C 0.54 0.41 0.02
C -0.60 -1.29 0.31
I 2.52 -0.09 0.27
H 0.70 2.43 -0.51
H -0.98 1.58 -0.48
H -0.02 -2.04 0.90
H -1.60 -1.06 0.71
H -0.60 -1.53 -0.83

Entry from OMol25: a cluster of 2 separate species, C2H3BrS in total (ωB97M-V/def2-TZVPD).

Summary:
Maximum force: 2.42 eV/Å
Relative energy (zero: lowest compared OMol25 entry of this formula, charge and spin): 3.8954 eV
Charge: 0
Calculated total energy: -3050.0345 a.u.

Atoms and positions in Å:
C 1.70 0.24 -0.05
C -1.53 -0.15 0.17
S 2.30 1.72 -0.27
Br 2.65 -1.35 -0.44
H -1.52 0.77 -0.34
H -1.78 -0.09 1.22
H -1.81 -1.14 -0.28